[1]
# C5H11N2O

2 unconnected molecules or ions with the total composition C5H11N2O at a distorted geometry (ωB97M-V/def2-TZVPD, the OMol25 dataset).

```
19
Properties=species:S:1:pos:R:3:lowdin_charge:R:1
C -2.22 -0.02 -0.02 -0.09
C -1.96 -1.51 0.17 -0.14
C -0.80 0.53 -0.07 -0.28
C -0.63 2.00 0.03 0.01
C 2.27 -1.13 -0.22 0.12
N 3.42 -0.70 0.23 0.19
N 0.07 -0.41 0.01 0.04
O -0.52 -1.67 0.02 -0.11
H -2.93 0.13 -0.94 0.16
H -2.76 0.51 0.92 0.17
H -2.38 -1.72 1.10 0.10
H -2.35 -2.14 -0.64 0.13
H 0.05 2.14 0.86 0.11
H -1.52 2.55 0.04 0.08
H -0.22 2.33 -0.83 0.05
H 4.02 -1.04 0.95 0.14
H 1.86 -0.75 -1.17 0.13
H 1.91 -1.94 0.20 0.06
H 3.85 0.07 -0.27 0.14
```

Output
- E_LUMO: -4.19 eV
- Kohn-Sham gap: 0.3209 hartree
- Strongest force on any atom: 4.36 eV/A
- Charge: +1
- Energy relative to the best compared isomer or geometry (same formula, charge and spin): 442.0 kJ/mol

***

[2]
# C6H29NO9

9 unconnected molecules or ions with the total composition C6H29NO9 at a distorted geometry (ωB97M-V/def2-TZVPD, the OMol25 dataset).

```
45
Properties=species:S:1:pos:R:3:lowdin_charge:R:1
C 0.64 -1.94 0.69 -0.30
N 0.66 -0.59 0.06 -0.04
C 0.75 0.48 1.11 -0.35
C 0.21 1.93 0.49 -0.06
C -0.45 2.80 1.56 -0.19
O -0.92 2.27 2.56 -0.01
C 2.20 0.58 1.57 -0.07
C -0.04 -2.85 -0.26 -0.11
H 1.57 -2.36 1.13 0.11
H -0.09 -1.92 1.66 0.13
H 1.50 -0.41 -0.52 0.09
H 0.13 0.40 2.11 0.12
H 1.08 2.49 0.04 0.13
H -0.51 1.65 -0.27 0.08
H -0.51 3.91 1.55 0.14
H 2.40 -0.47 2.10 0.12
H 2.76 0.63 0.64 0.03
H 2.44 1.49 2.13 0.08
H 0.64 -2.99 -1.18 0.08
H -0.89 -2.31 -0.70 0.05
H -0.18 -3.90 0.11 0.09
H -1.64 -0.64 -0.12 0.02
H -3.07 -0.39 0.23 0.01
O -2.53 -0.47 -0.54 -0.09
H -1.70 -1.01 -2.52 0.10
H -0.80 0.03 -1.84 0.01
O -1.22 -0.11 -2.76 -0.14
H 1.11 0.41 -2.57 0.03
H 1.63 0.35 -4.13 0.13
O 1.76 0.00 -3.17 -0.10
H -2.92 1.97 -0.08 0.00
H -3.02 1.80 -1.45 -0.05
O -2.78 2.42 -0.88 0.02
H -1.03 -0.42 3.54 0.00
H -0.27 -1.64 3.83 0.05
O -1.10 -1.34 3.50 -0.02
H -2.11 -0.44 2.29 0.00
H -2.27 1.04 2.32 -0.04
O -2.62 0.29 1.95 -0.01
H 2.00 -1.78 -2.88 -0.10
H 2.16 -2.51 -4.13 0.06
O 1.95 -2.62 -3.18 -0.04
H 3.66 0.65 -2.00 0.04
H 4.43 -0.06 -0.88 0.04
O 3.57 0.13 -1.20 -0.04
```

Output
- E_LUMO: 0.23 eV
- Kohn-Sham gap: 0.3614 hartree
- Strongest force on any atom: 6.63 eV/A
- Charge: 0
- SMILES: CCN[C@@H](C)CC=O.O.O.O.O.O.O.O.O
- Energy relative to the best compared isomer or geometry (same formula, charge and spin): 532.2 kJ/mol

***

[3]
# C13H28ClHfIN3O2P2

A molecular structure, C13H28ClHfIN3O2P2 at a distorted geometry (ωB97M-V/def2-TZVPD, the OMol25 dataset).

```
51
Properties=species:S:1:pos:R:3:lowdin_charge:R:1
C -1.67 -3.56 -6.62 -0.08
C -0.73 -3.25 -5.49 -0.80
H -1.18 -4.24 -7.32 0.10
H -1.94 -2.65 -7.16 0.09
H -2.58 -4.05 -6.26 0.09
O 0.39 -3.66 -5.33 0.02
I -1.50 -1.89 -3.96 0.73
Hf -0.29 0.68 0.71 1.31
P -0.89 -1.81 1.07 0.68
C 0.03 -2.86 2.26 -0.24
C -2.45 -1.57 1.97 -0.28
H -2.81 -2.55 2.31 0.08
H -2.01 -3.87 0.56 0.09
H -3.18 -1.11 1.30 0.03
H -2.15 -2.68 -0.80 0.02
H 0.37 -2.28 3.12 0.02
H -2.33 -0.92 2.83 0.01
C -1.48 -3.12 -0.05 -0.23
H -0.64 -3.68 2.61 0.09
H -0.64 -3.58 -0.58 0.07
H 0.91 -3.28 1.75 0.07
P 0.78 1.86 -1.45 0.72
C 2.50 2.50 -1.33 -0.23
C 0.64 1.53 -3.24 -0.24
H -1.24 3.18 -1.56 0.02
H 0.18 4.13 -2.07 0.08
H -0.18 3.86 -0.36 0.04
C -0.20 3.40 -1.35 -0.27
H -0.38 1.18 -3.46 0.01
H 0.86 2.43 -3.84 0.09
H 2.68 3.37 -1.99 0.09
H 3.20 1.69 -1.57 0.07
H 1.31 0.73 -3.54 0.06
H 2.71 2.81 -0.30 0.03
Cl -2.36 0.97 -0.36 0.19
C 2.54 4.02 3.26 0.08
N 1.74 2.78 3.59 0.02
C 1.87 2.21 4.85 0.08
C 1.17 1.07 5.17 0.07
C 0.31 0.47 4.23 -0.27
N 0.33 0.98 2.98 0.05
C 1.02 2.12 2.68 -0.47
O 0.89 2.49 1.45 -0.16
N -0.64 -0.53 4.43 0.14
H 2.21 4.87 3.87 0.13
H 2.42 4.25 2.19 0.10
H 3.61 3.83 3.49 0.12
H 2.59 2.71 5.51 0.18
H 1.28 0.73 6.20 0.15
H -0.48 -1.24 5.15 0.14
H -1.60 -0.18 4.42 0.13
```

Output
- E_LUMO: -11.26 eV
- Kohn-Sham gap: 0.1734 hartree
- Strongest force on any atom: 3.40 eV/A
- Charge: +3

***

[4]
# C17H18BN7O3OsS

A molecular structure, C17H18BN7O3OsS at a distorted geometry (ωB97M-V/def2-TZVPD, the OMol25 dataset).

```
48
Properties=species:S:1:pos:R:3:lowdin_spin:R:1
H 0.86 3.52 -0.36 0.00
N 0.64 1.85 -1.62 0.05
B 0.20 0.48 -3.83 0.01
N 0.54 1.79 -3.07 0.01
C 0.86 3.00 -3.60 0.02
Os 1.68 0.67 -0.18 2.61
H 0.92 3.15 -4.67 0.00
C 1.05 3.91 -2.56 0.01
H 1.33 4.95 -2.63 0.00
C 0.82 3.19 -1.37 0.02
H 0.36 0.60 -5.02 0.00
C -2.18 -3.36 1.75 0.00
H -1.78 -3.52 2.78 0.00
H -1.40 -2.81 1.15 0.00
H -2.36 -4.36 1.27 0.00
N -1.29 0.05 -3.53 0.13
N 1.15 -0.60 -3.26 0.01
N -1.68 -0.14 -2.22 0.17
N 1.31 -0.75 -1.83 0.08
C -2.35 -0.21 -4.34 0.17
C 1.92 -1.51 -3.90 0.00
H -2.26 -0.09 -5.43 0.00
H 1.98 -1.53 -4.99 0.00
C -3.44 -0.61 -3.48 0.45
C 2.53 -2.32 -2.95 0.00
C -2.89 -0.52 -2.16 0.05
C 2.11 -1.84 -1.70 0.01
H -4.45 -0.92 -3.75 0.02
H 3.21 -3.15 -3.12 0.00
H -3.36 -0.71 -1.18 0.00
H 2.37 -2.14 -0.71 0.00
H -3.07 -2.81 1.78 0.00
O 3.29 1.74 4.79 0.00
S 2.76 0.55 4.15 0.00
O 3.46 -0.70 4.25 0.00
N 2.37 0.87 2.52 0.05
C 1.04 1.00 2.36 0.01
O 0.51 1.50 1.28 0.12
C 0.24 0.51 3.52 0.00
C -1.15 0.36 3.55 0.00
C -1.72 0.09 4.79 0.00
C -0.91 0.02 5.93 0.00
C 0.49 0.13 5.86 0.00
C 1.06 0.35 4.62 0.00
H -1.72 0.44 2.61 0.00
H -2.80 -0.04 4.86 0.00
H -1.38 -0.13 6.90 0.00
H 1.14 0.07 6.73 0.00
```

Output
- E_LUMO (spin up / spin down): -8.91 / -10.14 eV
- Kohn-Sham gap (spin up / spin down): 0.2146 / 0.1682 hartree
- Strongest force on any atom: 4.13 eV/A
- Charge: +2
- Multiplicity: 5

***

[5]
# C19H40N7O4

3 unconnected molecules or ions with the total composition C19H40N7O4 at a distorted geometry (ωB97M-V/def2-TZVPD, the OMol25 dataset).

```
70
Properties=species:S:1:pos:R:3:lowdin_charge:R:1
C 7.32 -0.25 0.28 -0.08
C 5.77 -0.41 0.18 -0.23
N 5.44 -0.34 -1.29 0.03
C 4.04 -0.35 -1.40 -0.22
C 3.25 -1.49 -1.09 0.05
C 1.89 -1.40 -1.22 0.04
N 1.28 -0.25 -1.61 -0.03
O -0.08 -0.29 -1.73 -0.03
C -0.68 0.30 -0.53 -0.13
C -2.00 -0.39 -0.12 -0.31
C -2.80 -0.72 -1.44 -0.06
C -2.92 0.52 0.73 -0.15
C -2.38 0.90 2.13 -0.40
C -1.98 -0.35 2.98 -0.08
C -1.25 1.97 2.14 -0.07
C 1.99 0.85 -1.88 -0.13
C 1.32 2.16 -2.29 -0.03
C 1.35 3.14 -1.04 -0.34
O 1.79 2.50 0.16 -0.05
C 2.32 4.32 -1.32 -0.23
N 2.65 5.02 -0.06 0.00
C 3.38 0.84 -1.79 0.07
H 7.61 0.64 -0.31 0.08
H 7.64 -0.18 1.33 0.08
H 7.75 -1.14 -0.19 0.08
H 5.30 0.45 0.69 0.12
H 5.46 -1.37 0.60 0.11
H 5.74 0.60 -1.57 0.11
H 3.71 -2.42 -0.75 0.14
H 1.23 -2.24 -1.00 0.16
H 0.03 0.23 0.31 0.13
H -0.88 1.37 -0.70 0.11
H -1.79 -1.36 0.35 0.13
H -3.88 -0.64 -1.25 0.05
H -2.63 -1.75 -1.79 0.08
H -2.59 0.01 -2.25 0.09
H -3.24 1.41 0.15 0.13
H -3.84 -0.07 0.90 0.13
H -3.23 1.35 2.68 0.13
H -2.86 -1.01 3.06 0.07
H -1.13 -0.85 2.48 0.07
H -1.74 -0.03 4.00 0.09
H -1.31 2.69 2.97 0.08
H -0.28 1.44 2.24 0.07
H -1.18 2.47 1.15 0.06
H 0.26 1.99 -2.54 0.12
H 1.82 2.57 -3.18 0.13
H 0.32 3.50 -0.83 0.15
H 2.75 2.51 0.20 0.09
H 3.29 3.92 -1.70 0.11
H 1.83 4.98 -2.06 0.13
H 1.80 5.15 0.49 0.08
H 2.98 5.94 -0.34 0.08
H 3.93 1.75 -2.04 0.14
C -5.97 -2.12 -2.97 -0.68
O -5.41 -2.37 -1.92 0.01
N -6.67 -3.06 -3.67 0.15
N -5.94 -0.88 -3.55 0.15
H -7.14 -2.87 -4.54 0.10
H -6.72 -3.98 -3.28 0.11
H -5.43 -0.16 -3.06 0.09
H -6.39 -0.65 -4.41 0.10
C -1.94 -3.64 4.73 -0.69
O -2.72 -2.78 5.11 0.03
N -1.02 -4.21 5.55 0.15
N -1.94 -4.11 3.44 0.15
H -0.37 -4.92 5.26 0.09
H -0.99 -3.89 6.50 0.11
H -2.61 -3.71 2.81 0.10
H -1.32 -4.82 3.11 0.09
```

Output
- E_LUMO: -3.32 eV
- Kohn-Sham gap: 0.3052 hartree
- Strongest force on any atom: 2.16 eV/A
- Charge: +1

***

[6]
# C4H10ClN6

2 unconnected molecules or ions with the total composition C4H10ClN6 at a distorted geometry (ωB97M-V/def2-TZVPD, the OMol25 dataset).

```
21
Properties=species:S:1:pos:R:3:lowdin_charge:R:1
C -2.91 -0.60 0.38 -0.78
C -4.50 0.90 -0.64 -0.19
C 2.41 -0.16 -0.85 -0.05
C 1.60 -1.38 -0.68 -0.08
N -3.41 0.51 -0.16 0.08
N -5.27 1.66 -1.12 0.28
N -1.81 -0.76 0.96 -0.04
N -0.78 1.35 0.59 0.02
N 0.50 -1.28 0.00 0.18
N -0.87 0.19 1.43 -0.14
Cl -3.83 -2.11 0.25 0.69
H 2.12 0.41 -1.79 0.12
H 2.22 0.57 -0.01 0.10
H 3.47 -0.43 -0.86 0.09
H -0.48 2.25 0.99 0.11
H 1.80 -2.26 -1.31 0.15
H -6.20 1.89 -1.36 0.11
H -0.06 -2.09 0.04 0.11
H -1.63 1.42 0.01 0.06
H 0.18 -0.57 0.77 0.05
H -1.26 0.44 2.30 0.13
```

Output
- E_LUMO: -3.62 eV
- Kohn-Sham gap: 0.3288 hartree
- Strongest force on any atom: 2.94 eV/A
- Charge: +1
- Energy relative to the best compared isomer or geometry (same formula, charge and spin): 0.0 kJ/mol

***

[7]
# C18H42BeClN3O6

A molecular structure, C18H42BeClN3O6 at a distorted geometry (ωB97M-V/def2-TZVPD, the OMol25 dataset).

```
71
Properties=species:S:1:pos:R:3:lowdin_charge:R:1
Be 0.09 1.75 -3.00 1.03
N -5.36 5.68 -3.24 0.34
H -5.34 6.04 -2.27 0.17
H -4.47 5.24 -3.49 0.15
H -5.61 6.55 -3.71 0.16
H -6.10 4.98 -3.31 0.16
Cl -2.59 3.12 -0.89 0.66
O -1.40 2.31 -0.99 -0.45
O -2.42 4.28 -1.81 -0.40
O -3.70 2.29 -1.30 -0.33
O -2.60 3.68 0.42 -0.29
C -1.15 -0.56 1.91 -0.03
C -0.40 0.24 2.98 -0.47
C -0.74 -0.45 4.33 -0.13
C 0.19 -0.18 5.49 -0.17
C 1.61 -0.53 5.13 -0.12
C 2.09 0.08 3.80 -0.44
N 1.05 0.09 2.72 -0.06
O 1.51 0.62 1.55 0.03
C 2.48 1.56 3.94 -0.01
C 3.27 -0.86 3.38 -0.02
C -0.98 1.69 2.94 -0.01
H -2.16 -0.84 2.22 0.10
H -0.62 -1.51 1.82 0.09
H -1.14 -0.06 0.94 0.06
H -1.82 -0.38 4.48 0.13
H -0.57 -1.49 4.02 0.12
H -0.20 -0.63 6.40 0.12
H 0.04 0.86 5.82 0.12
H 1.81 -1.60 5.09 0.12
H 2.29 -0.12 5.89 0.13
H 3.23 1.61 4.73 0.10
H 3.07 1.92 3.09 0.08
H 1.73 2.34 4.02 0.08
H 4.20 -0.85 3.93 0.10
H 2.89 -1.87 3.21 0.08
H 3.66 -0.71 2.36 0.07
H -0.54 2.37 3.68 0.08
H -2.00 1.82 3.30 0.10
H -0.81 2.15 1.96 0.06
H 1.08 1.49 1.49 0.12
C 2.21 -2.49 -1.62 0.00
C 1.79 -1.42 -2.66 -0.45
C 1.83 -2.02 -4.08 -0.11
C 0.58 -2.82 -4.55 -0.15
C -0.72 -2.06 -4.19 -0.11
C -0.80 -1.51 -2.72 -0.48
N 0.48 -0.82 -2.40 -0.06
O 0.46 -0.14 -1.20 -0.09
C -2.06 -0.73 -2.57 -0.03
C -0.88 -2.79 -1.86 0.00
C 2.93 -0.38 -2.58 -0.01
H 3.25 -2.60 -1.30 0.10
H 2.02 -3.51 -1.98 0.09
H 1.70 -2.25 -0.68 0.08
H 1.95 -1.28 -4.87 0.12
H 2.73 -2.62 -4.23 0.14
H 0.52 -3.83 -4.13 0.11
H 0.58 -3.14 -5.59 0.12
H -1.61 -2.67 -4.34 0.13
H -0.74 -1.18 -4.83 0.12
H -2.12 -0.10 -1.68 0.07
H -2.19 0.02 -3.37 0.08
H -2.94 -1.36 -2.68 0.11
H -0.72 -2.58 -0.80 0.08
H -1.86 -3.28 -1.90 0.11
H -0.20 -3.59 -2.16 0.08
H 3.73 -0.63 -1.88 0.09
H 2.63 0.59 -2.17 0.06
H 3.42 -0.16 -3.53 0.09
H 0.39 -0.79 -0.48 0.09
```

Output
- E_LUMO: -9.97 eV
- Kohn-Sham gap: 0.0899 hartree
- Strongest force on any atom: 3.41 eV/A
- Charge: +2
- Energy relative to the best compared isomer or geometry (same formula, charge and spin): 220.0 kJ/mol

***

[8]
# C4H6BrNO2

2 unconnected molecules or ions with the total composition C4H6BrNO2 at a distorted geometry (ωB97M-V/def2-TZVPD, the OMol25 dataset).

```
14
Properties=species:S:1:pos:R:3:lowdin_charge:R:1
C -1.45 -1.34 -0.52 -0.24
C 0.35 1.46 -0.02 -0.37
C -0.38 -1.36 0.36 -0.22
C 1.00 0.27 -0.64 -0.57
N -2.29 -1.45 -1.31 0.17
O -0.87 1.88 -0.58 0.01
O -0.35 -0.79 1.60 0.01
Br 2.66 -0.26 0.04 0.72
H 0.97 2.24 -0.17 0.08
H 0.35 1.29 1.03 0.10
H 0.34 -2.21 0.22 0.13
H 1.07 0.29 -1.78 0.10
H -1.52 1.26 -0.46 0.02
H 0.10 -1.27 2.22 0.06
```

Output
- E_LUMO (spin up / spin down): -0.52 / -0.52 eV
- Kohn-Sham gap (spin up / spin down): 0.3005 / 0.3005 hartree
- Strongest force on any atom: 4.92 eV/A
- Charge: 0
- Energy relative to the best compared isomer or geometry (same formula, charge and spin): 402.6 kJ/mol

***

| no. | total energy (Ha) |
| --- | --- |
| 1 | -381.49562 |
| 2 | -977.79906 |
| 3 | -2314.64911 |
| 4 | -1780.54858 |
| 5 | -1431.99316 |
| 6 | -946.76929 |
| 7 | -1800.53020 |
| 8 | -2935.12321 |